Entry 1:
DFT (ωB97M-V/def2-TZVPD) results for a cluster of 10 separate species, C38H57F3O19S in total.

Results
E_LUMO: 0.2 eV
Charge: 0
HOMO level: -8.95 eV

Each line ends with the Mulliken charge.
Atoms and positions in Å:
C -8.23 0.45 2.50  -0.39
C 5.11 -4.73 0.84  -0.69
H 2.47 -6.36 -4.44  0.22
C 4.24 -4.88 6.04  -0.55
F -6.50 -0.02 0.95  -0.28
H 3.49 -5.66 6.16  0.29
H 2.10 -0.12 4.47  0.26
O 3.35 -8.23 -4.12  -0.27
H 6.26 6.14 -1.78  0.38
C -7.37 -0.46 1.89  0.36
O 4.32 -1.42 -6.56  -0.30
O -3.26 2.99 7.83  -0.56
H 2.74 3.98 -0.54  0.52
H -6.77 -2.49 1.63  0.37
H -1.59 6.32 7.94  0.26
H -2.25 -0.03 -1.24  0.28
H -4.01 3.81 -0.10  0.35
H 3.68 -12.09 -3.56  0.30
C -3.79 4.54 0.68  -0.82
C -0.39 3.66 -4.04  -0.67
F 5.21 3.70 -1.48  -0.29
H 2.77 -6.77 -2.79  0.27
O 2.37 -2.68 -6.80  -0.55
H 0.86 -1.27 4.26  0.27
H 2.71 -3.72 -9.47  0.30
C -2.88 3.52 6.81  0.75
H 0.60 3.30 -3.82  0.43
C 2.82 -3.23 5.12  0.85
O 3.38 -9.28 -2.05  -0.58
C 0.32 -2.64 -0.59  -0.86
O -4.97 5.05 1.37  -0.21
C 2.66 6.07 -0.46  -0.52
H -10.05 -1.79 4.24  0.32
O 4.99 -2.02 -0.08  -0.59
H 4.29 -4.55 -9.44  0.25
C 3.48 -2.37 -7.17  0.77
O 2.51 -1.94 5.34  -0.32
H -3.47 2.60 -5.05  0.41
C 3.65 -9.23 -3.27  0.79
H 4.91 -4.49 -0.20  0.32
H 4.92 0.28 1.17  0.34
H 4.31 -5.23 1.38  0.24
H -8.12 1.51 2.32  0.47
C 5.22 6.07 -1.48  -0.27
H -2.11 -0.87 0.33  0.29
H 3.05 -4.90 -8.28  0.27
H -7.87 7.17 -0.08  0.32
H -0.29 -3.51 -0.81  0.36
O -6.02 5.40 -0.64  -0.55
H 4.46 0.13 -5.28  0.21
C -1.41 2.79 -4.39  -0.38
H 5.98 -5.38 0.76  0.30
H 6.71 0.19 1.28  0.31
C -9.13 -0.05 3.35  -0.40
C 4.52 -11.43 -3.31  -0.76
O 4.17 -2.99 -8.13  -0.31
H -2.51 -1.84 -1.11  0.35
C 3.30 7.28 -0.79  -0.32
C 2.48 -7.21 -3.75  -0.58
C -1.92 5.48 -4.13  0.23
C -8.06 6.70 0.89  -0.67
C 5.54 -2.35 0.98  0.83
C -2.25 5.45 7.98  -0.70
C 3.31 4.88 -0.72  -0.29
C -9.30 -1.41 3.56  -0.30
H 1.47 -7.61 -3.69  0.28
H -1.18 1.78 -4.71  0.44
C -0.70 4.98 -3.86  -0.18
H -1.96 4.98 8.92  0.30
H 5.42 -12.04 -3.45  0.30
C -1.98 -0.96 -0.75  -0.88
O 5.79 -1.52 2.00  -0.30
O 3.63 -3.61 6.08  -0.31
H 3.73 -1.35 -4.56  0.27
H -8.72 -3.42 3.09  0.38
H 1.67 6.10 -0.02  0.43
H 5.57 0.49 2.66  0.27
H -4.56 1.75 5.47  0.31
H -3.62 2.13 4.02  0.18
C 4.59 4.87 -1.22  0.17
C 3.81 -0.73 -5.45  -0.57
H 4.76 -5.04 5.09  0.23
H -8.97 6.11 0.85  0.27
H -3.94 5.12 -4.60  0.43
C 4.52 7.27 -1.37  -0.50
H 4.32 -11.42 -2.24  0.33
H 0.06 5.65 -3.50  0.44
C 5.76 -0.08 1.75  -0.73
H -2.93 1.12 5.25  0.30
C -3.56 1.99 5.10  -0.60
C -2.98 4.64 -4.48  -0.31
O 2.28 -4.00 4.31  -0.60
C 1.95 -1.18 4.30  -0.58
O 4.34 -10.19 -3.97  -0.30
H 0.35 -2.52 0.49  0.23
H -3.26 5.74 8.27  0.30
C -7.50 -1.83 2.08  -0.33
O 5.69 -3.59 1.51  -0.31
O -6.90 6.00 1.39  -0.31
H 4.95 -4.89 6.87  0.22
H 1.35 -2.85 -0.90  0.30
F -2.07 6.80 -4.03  -0.30
S -0.25 -1.07 -1.32  0.54
O -2.17 4.64 6.88  -0.30
C -5.94 5.49 0.57  0.77
H -8.30 7.55 1.53  0.26
H -3.26 5.37 0.23  0.31
H 4.99 8.22 -1.54  0.34
C -8.48 -2.37 3.00  -0.55
C -2.71 3.25 -4.64  -0.54
O -3.02 3.19 5.57  -0.25
H -2.95 4.29 1.32  0.29
C 3.51 -4.09 -8.83  -0.62
H 2.81 8.23 -0.66  0.35
H -9.73 0.63 3.92  0.34
O 0.40 0.04 -0.50  -0.61
H 2.79 -0.40 -5.68  0.28
H 2.38 -1.44 3.34  0.25


Entry 2:
DFT (ωB97M-V/def2-TZVPD) results for a structure of composition C38H57GeN4O3S2Si3Ta.

Results
2S+1: 2
E_LUMO (spin up / spin down): -9.4 / -9.7 eV
Charge: +3
HOMO level (spin up / spin down): -15.17 / -15.85 eV

Each line ends with the Mulliken charge.
Atoms and positions in Å:
H 3.29 -1.61 2.03  -0.39
C 1.46 0.84 5.27  -0.23
C -0.12 4.45 2.29  -0.74
H -5.10 -1.83 0.31  0.35
H -0.10 -1.21 -3.19  -0.51
C 6.30 0.78 -1.81  -0.56
H -2.35 4.79 -0.49  0.50
H -1.84 4.05 -2.00  0.44
O 1.36 0.84 -0.61  -0.28
H 4.20 -3.29 -0.82  0.28
H 5.54 2.59 -2.68  0.58
H 7.29 0.93 -2.20  0.44
H 2.31 2.34 -1.42  -0.13
O 2.17 -0.69 0.66  0.23
C -1.97 3.86 -0.93  -0.84
H 6.82 -1.05 -0.79  0.52
Ge -1.92 0.29 -0.59  1.15
C -4.29 -2.47 -0.05  -1.52
H 1.76 -3.88 3.34  0.57
H -1.42 2.79 1.98  0.13
H -1.73 -3.73 -1.32  0.34
H -1.02 -3.79 3.92  0.51
C -4.38 -1.05 -2.72  -1.03
H -1.40 -2.11 1.07  -0.18
H 0.88 -3.11 -2.86  0.17
H -3.62 2.80 1.91  0.26
C 0.74 0.56 4.17  -1.07
H 1.73 -4.92 -1.57  0.59
S 3.06 0.22 5.08  -0.18
H -1.47 1.63 5.82  0.54
C 0.62 2.23 1.61  2.43
H 0.09 -0.42 -4.75  0.58
H -4.57 3.80 0.83  0.52
C -0.39 3.13 1.97  -0.04
H 1.15 1.32 6.17  0.53
H 2.91 -4.45 1.28  0.43
H -4.76 -3.32 -0.54  0.48
H -0.11 -2.48 -1.00  -0.27
H 1.42 5.92 2.57  0.46
H 4.41 -1.37 3.33  0.28
N 3.56 -1.11 2.86  -0.09
N 1.40 -0.10 3.12  0.89
H -1.55 -2.93 -2.90  0.30
H -5.03 2.14 1.04  0.40
H -1.57 -2.17 3.54  0.24
Si -3.22 -1.70 -1.41  0.77
H 0.19 2.90 -2.25  0.14
C 1.50 -3.50 -0.04  0.18
H 3.91 -5.00 -0.46  0.48
C 0.12 -2.88 2.38  1.40
H 2.56 -3.23 -3.33  0.58
H 1.20 1.72 -3.14  0.29
H -3.86 -0.65 -3.59  0.06
C 3.74 0.40 -0.79  0.46
C -2.24 -3.16 -2.09  -1.07
C 3.68 -4.19 -1.16  -1.63
C -2.51 0.38 2.75  -0.78
H 4.12 -4.47 -2.12  0.46
H -4.33 1.89 -2.85  0.24
C -0.68 -2.79 3.65  -1.74
C -1.61 1.22 4.84  -0.14
C 1.94 2.71 1.62  -0.80
N -1.19 0.31 2.74  0.69
H -2.08 1.97 -5.27  0.51
C 1.19 4.89 2.30  -1.01
H -5.06 -0.29 -2.34  0.31
H 0.22 2.91 -4.00  0.66
H -5.46 1.99 -1.51  0.44
H 3.25 4.37 1.98  0.55
C 2.00 -3.86 1.22  -0.41
H -4.79 3.46 -2.19  0.40
H -1.45 -1.19 -4.35  0.48
C -0.62 -0.61 -3.94  -0.47
C 1.90 -3.01 -2.49  -1.23
C -0.37 -2.47 1.14  -0.35
H 2.07 -1.96 -2.21  0.19
C 4.78 -0.52 -0.50  -0.71
C 2.18 -3.95 -1.32  0.56
C 0.25 2.26 -3.13  -0.83
C 2.64 -0.39 3.52  -0.10
H -5.00 -1.89 -3.08  0.50
C 1.35 -3.54 2.39  -0.62
O 3.16 2.52 -1.84  -0.61
H -0.08 -2.42 4.48  0.33
H -3.76 -2.91 0.81  0.50
H -3.40 1.14 -4.46  0.41
H 2.79 2.07 1.37  0.44
H -0.99 3.67 -0.49  -0.02
C -4.16 2.80 0.96  -1.35
H -3.21 -1.08 1.56  -0.18
C -2.55 1.80 -4.29  -1.22
H -0.92 5.12 2.54  0.56
N -3.28 -0.08 1.70  -0.35
H -2.89 2.77 -3.94  0.40
C 4.04 1.55 -1.58  0.70
C -4.55 2.42 -1.93  -1.44
C -0.69 0.75 3.97  -0.59
Ta 0.32 0.23 1.06  -0.36
C 0.32 -2.77 -0.05  -0.01
H -3.01 -3.82 -2.50  0.60
H 4.55 -1.39 0.11  0.13
C 6.04 -0.34 -1.00  -1.23
H -4.26 0.19 1.75  0.38
Si -3.20 2.47 -0.63  1.16
C 2.23 4.02 1.97  -0.82
Si -1.16 1.06 -3.32  0.27
C 2.45 0.16 -0.27  0.68
S -3.18 1.03 4.17  -0.10
C 5.33 1.71 -2.09  -0.85